[1]
The molecule C4H3N3 at a distorted geometry, computed with ωB97M-V with the def2-TZVPD basis set.

HOMO   -9.280 eV
Orbital gap   9.419 eV
Relative energy (zero: lowest compared OMol25 entry of this formula, charge and spin)   53.40 kcal per mole
Strongest force on any atom   5.82 eV/A
E   -318.3996 hartree
SMILES   N#Cc1ccn[nH]1

```
10
Properties=species:S:1:pos:R:3:lowdin_charge:R:1
C -1.154 1.527 -0.839 -0.202
C 1.175 -0.074 -0.432 0.047
C 1.121 -1.042 0.471 -0.224
C -0.385 0.511 -0.231 -0.188
N -1.759 2.314 -1.403 0.156
N -0.013 -1.121 1.216 0.024
N -0.899 -0.282 0.695 -0.015
H 1.875 -0.107 -1.312 0.110
H 1.896 -1.659 0.693 0.074
H -1.858 -0.068 1.142 0.219
```



[2]
The molecule C4H3N3O at a distorted geometry, computed with ωB97M-V with the def2-TZVPD basis set.

HOMO   -10.099 eV
Orbital gap   9.054 eV
Relative energy (zero: lowest compared OMol25 entry of this formula, charge and spin)   68.24 kcal per mole
Strongest force on any atom   3.99 eV/A
E   -393.6107 hartree
SMILES   O=c1cncnnc1

```
11
Properties=species:S:1:pos:R:3:lowdin_charge:R:1
C -1.201 -0.233 0.126 -0.328
C -0.682 1.001 -0.526 -0.017
C 1.400 0.676 0.500 -0.199
C -0.304 -1.389 -0.321 -0.062
H -1.460 1.531 -0.996 0.109
H 2.035 1.361 0.972 0.085
H -0.706 -2.195 -0.878 0.106
N 0.477 1.516 -0.142 0.120
N 1.692 -0.590 0.559 0.059
N 0.937 -1.465 -0.164 0.018
O -2.188 -0.212 0.870 0.107
```



[3]
The molecule C4H3N3O at a distorted geometry, computed with ωB97M-V with the def2-TZVPD basis set.

HOMO   -9.942 eV
Orbital gap   8.488 eV
Relative energy (zero: lowest compared OMol25 entry of this formula, charge and spin)   100.27 kcal per mole
Strongest force on any atom   5.10 eV/A
E   -393.5596 hartree
SMILES   O=c1ncccnn1

```
11
Properties=species:S:1:pos:R:3:lowdin_charge:R:1
C 1.182 0.178 0.062 -0.649
C -0.796 1.374 -0.243 -0.106
C -1.862 0.494 0.360 -0.041
C -1.442 -0.928 0.361 -0.073
H -1.085 2.435 -0.847 0.159
H -2.896 0.820 0.791 0.126
H -2.299 -1.562 0.888 0.127
N 0.586 1.341 -0.318 0.150
N -0.396 -1.544 -0.465 0.069
N 0.725 -0.948 -0.584 0.107
O 2.174 -0.043 0.686 0.131
```



[4]
The molecule C4H3N3O at a distorted geometry, computed with ωB97M-V with the def2-TZVPD basis set.

HOMO   -9.678 eV
Orbital gap   9.224 eV
Relative energy (zero: lowest compared OMol25 entry of this formula, charge and spin)   100.30 kcal per mole
Strongest force on any atom   3.85 eV/A
E   -393.5596 hartree

```
11
Properties=species:S:1:pos:R:3:lowdin_charge:R:1
C 0.047 0.916 1.040 -0.183
C -0.773 0.085 0.420 -0.097
C 1.247 -0.451 -1.514 -0.341
C -1.752 -0.598 -0.018 0.043
N 1.294 0.700 1.501 0.003
N 1.693 -0.390 -0.412 0.092
N 2.127 0.087 0.812 0.028
O 0.867 -0.450 -2.607 0.164
H -0.449 1.824 1.516 0.140
H -1.820 -0.443 -1.094 0.080
H -2.480 -1.280 0.356 0.072
```



[5]
The molecule C4H3N3O4S at a distorted geometry, computed with ωB97M-V with the def2-TZVPD basis set.

HOMO   -9.658 eV
Orbital gap   9.641 eV
Relative energy (zero: lowest compared OMol25 entry of this formula, charge and spin)   7.97 kcal per mole
Strongest force on any atom   5.81 eV/A
E   -1017.3137 hartree
SMILES   O=[N+]([O-])N(c1cccs1)[N+](=O)[O-]

```
15
Properties=species:S:1:pos:R:3:lowdin_charge:R:1
C 1.474 1.321 1.442 -0.193
C 1.074 0.120 0.830 -0.150
C 0.617 2.395 1.297 -0.307
C -0.112 0.296 0.202 -0.420
N -0.747 -0.922 -0.817 0.112
N 0.082 -1.512 -1.954 -0.383
N -2.009 -1.290 -0.448 -0.466
O 1.173 -1.116 -1.972 0.152
O -2.536 -0.490 0.243 0.067
O -0.493 -2.268 -2.624 0.162
O -2.452 -2.248 -0.978 0.123
S -0.786 1.877 0.294 1.033
H 2.333 1.168 2.129 0.120
H 1.744 -0.737 0.873 0.123
H 0.637 3.405 1.484 0.028
```



[6]
The molecule C4H3N5O2 at a distorted geometry, computed with ωB97M-V with the def2-TZVPD basis set.

HOMO (spin up / spin down)   -7.745 / -7.745 eV
Orbital gap (spin up / spin down)   5.391 / 5.390 eV
Relative energy (zero: lowest compared OMol25 entry of this formula, charge and spin)   44.93 kcal per mole
Strongest force on any atom   2.68 eV/A
E   -578.2300 hartree

```
14
Properties=species:S:1:pos:R:3:lowdin_charge:R:1
C -1.928 -0.996 -0.662 -0.037
C -0.825 -0.473 -0.051 -0.101
C -1.232 0.934 0.313 -0.499
C 0.390 -1.133 0.352 -0.404
N -2.958 -0.094 -0.588 0.005
N -0.598 1.867 0.783 0.177
N -2.634 0.967 -0.063 0.067
N 1.561 -0.363 0.328 0.110
N 1.687 0.757 -0.295 0.074
O 0.454 -2.268 0.786 0.104
O 2.899 1.317 -0.079 0.058
H -2.061 -1.941 -1.154 0.117
H 2.352 -0.753 0.852 0.191
H 2.894 2.180 -0.522 0.137
```